P | {
  "formula": "C54H51F15GeN7OSTeTi",
  "method": "ωB97M-V/def2-TZVPD",
  "s2": 0.758,
  "multiplicity": 2,
  "e_homo_ev": [-6.4, -6.4],
  "orbital_gap_ev": [6.4602, 4.6117],
  "elements": ["Ti", "C", "C", "N", "C", "C", "N", "C", "C", "C", "N", "C", "C", "N", "C", "H", "H", "H", "H", "H", "H", "H", "H", "H", "H", "H", "H", "H", "H", "H", "H", "H", "H", "H", "H", "H", "H", "H", "H", "C", "C", "C", "C", "C", "C", "Te", "N", "C", "O", "C", "C", "C", "C", "C", "C", "C", "C", "C", "C", "C", "C", "C", "C", "C", "C", "H", "H", "H", "H", "H", "H", "H", "H", "H", "H", "H", "H", "H", "H", "H", "H", "H", "H", "H", "H", "H", "H", "H", "N", "C", "C", "C", "N", "H", "H", "H", "H", "F", "C", "C", "C", "F", "C", "F", "C", "F", "C", "F", "Ge", "S", "C", "C", "F", "C", "F", "C", "F", "C", "F", "C", "F", "C", "C", "F", "C", "F", "C", "F", "C", "F", "C", "F"],
  "coordinates": [[-0.02, 1.37, -0.63], [3.10, 0.37, 1.84], [2.80, -0.38, 0.54], [1.80, 0.26, -0.31], [2.06, 1.58, -0.83], [0.33, 3.59, -1.23], [-0.86, 4.20, -1.67], [-1.97, 4.54, -0.81], [-3.04, 3.45, -0.67], [-2.85, 2.45, 0.48], [-1.45, 2.16, 0.85], [-0.95, 3.06, 1.91], [-0.01, 2.25, 2.79], [1.04, 1.71, 1.93], [1.85, 0.73, 2.65], [3.66, 1.28, 1.64], [3.74, -0.26, 2.46], [2.43, -1.38, 0.80], [3.75, -0.50, -0.01], [1.64, -0.34, -1.12], [2.51, 1.58, -1.83], [2.70, 2.16, -0.15], [1.04, 3.62, -2.06], [0.73, 4.12, -0.37], [-1.18, 3.84, -2.56], [-2.44, 5.42, -1.26], [-1.59, 4.84, 0.17], [-3.09, 2.90, -1.61], [-4.01, 3.93, -0.51], [-3.31, 1.50, 0.21], [-3.37, 2.83, 1.38], [-1.53, 1.25, 1.33], [-1.78, 3.44, 2.51], [-0.39, 3.90, 1.50], [-0.56, 1.41, 3.23], [0.39, 2.87, 3.60], [1.65, 2.48, 1.68], [1.25, -0.16, 2.84], [2.17, 1.12, 3.63], [4.51, -6.41, -6.12], [3.75, -5.19, -5.70], [3.59, -4.11, -6.56], [2.92, -2.96, -6.16], [2.76, -1.81, -7.11], [2.39, -2.90, -4.87], [1.27, -1.03, -4.30], [0.38, 0.27, -2.66], [-0.72, 0.85, -2.99], [-1.32, 1.55, -2.09], [-1.26, 0.82, -4.38], [-1.79, -0.34, -4.95], [-2.13, -0.36, -6.29], [-1.93, 0.76, -7.08], [-1.43, 1.92, -6.51], [-1.10, 1.95, -5.17], [3.15, -0.22, -3.72], [4.08, -0.99, -3.04], [5.31, -0.46, -2.67], [5.62, 0.85, -3.01], [4.70, 1.61, -3.70], [3.46, 1.10, -4.06], [2.48, 1.97, -4.78], [2.51, -3.98, -4.01], [1.91, -3.95, -2.63], [3.20, -5.11, -4.43], [4.71, -6.39, -7.19], [3.95, -7.31, -5.89], [5.47, -6.46, -5.60], [4.00, -4.16, -7.56], [3.16, -2.05, -8.09], [3.29, -0.94, -6.72], [1.70, -1.55, -7.20], [-1.94, -1.22, -4.33], [-2.55, -1.27, -6.71], [-2.17, 0.72, -8.13], [-1.28, 2.80, -7.12], [-0.69, 2.85, -4.74], [3.85, -2.02, -2.80], [6.02, -1.07, -2.14], [6.58, 1.26, -2.73], [4.94, 2.63, -3.97], [2.95, 2.88, -5.13], [1.65, 2.23, -4.11], [2.05, 1.44, -5.64], [1.44, -2.97, -2.45], [2.67, -4.13, -1.87], [1.15, -4.72, -2.54], [3.30, -5.94, -3.75], [-0.43, -1.39, 0.65], [-0.91, -2.63, 0.44], [-1.81, -2.54, -0.60], [-1.84, -1.18, -0.93], [-1.00, -0.50, -0.17], [0.08, -1.06, 1.46], [-0.56, -3.48, 1.00], [-2.37, -3.34, -1.04], [-2.45, -0.69, -1.67], [-3.55, -0.14, 7.79], [-4.61, 0.20, 7.05], [-4.47, 0.24, 5.67], [-5.57, 0.62, 4.92], [-5.45, 0.69, 3.59], [-6.78, 0.93, 5.51], [-7.84, 1.30, 4.77], [-6.91, 0.86, 6.90], [-8.07, 1.16, 7.48], [-5.81, 0.50, 7.67], [-5.93, 0.44, 9.01], [-2.68, -0.18, 4.85], [-2.41, -0.34, 2.78], [-1.60, 1.21, 5.85], [-0.63, 1.01, 6.81], [-0.33, -0.23, 7.20], [0.06, 2.07, 7.39], [1.00, 1.85, 8.32], [-0.21, 3.38, 6.99], [0.48, 4.40, 7.50], [-1.20, 3.61, 6.03], [-1.46, 4.86, 5.61], [-1.88, 2.53, 5.50], [-2.84, 2.73, 4.58], [-2.07, -1.95, 5.57], [-0.77, -2.33, 5.28], [0.05, -1.41, 4.73], [-0.29, -3.61, 5.49], [0.96, -3.94, 5.16], [-1.15, -4.57, 6.04], [-0.71, -5.81, 6.26], [-2.46, -4.22, 6.34], [-3.30, -5.14, 6.85], [-2.90, -2.92, 6.08], [-4.19, -2.61, 6.32]]
}

---

Q | {
  "formula": "C54H51F15GeN7OSTeTi",
  "method": "ωB97M-V/def2-TZVPD",
  "s2": 0.753,
  "multiplicity": 2,
  "e_homo_ev": [-7.4, -7.4],
  "orbital_gap_ev": [7.5660, 7.5625],
  "elements": ["Ti", "C", "C", "N", "C", "C", "N", "C", "C", "C", "N", "C", "C", "N", "C", "H", "H", "H", "H", "H", "H", "H", "H", "H", "H", "H", "H", "H", "H", "H", "H", "H", "H", "H", "H", "H", "H", "H", "H", "C", "C", "C", "C", "C", "C", "Te", "N", "C", "O", "C", "C", "C", "C", "C", "C", "C", "C", "C", "C", "C", "C", "C", "C", "C", "C", "H", "H", "H", "H", "H", "H", "H", "H", "H", "H", "H", "H", "H", "H", "H", "H", "H", "H", "H", "H", "H", "H", "H", "N", "C", "C", "C", "N", "H", "H", "H", "H", "F", "C", "C", "C", "F", "C", "F", "C", "F", "C", "F", "Ge", "S", "C", "C", "F", "C", "F", "C", "F", "C", "F", "C", "F", "C", "C", "F", "C", "F", "C", "F", "C", "F", "C", "F"],
  "coordinates": [[1.60, -0.34, 0.54], [0.50, -2.61, 2.39], [-0.55, -2.41, 1.28], [-0.41, -1.06, 0.69], [-1.09, -0.83, -0.60], [-0.44, 0.35, -1.33], [1.01, 0.06, -1.47], [1.81, 0.91, -2.37], [3.02, 1.55, -1.68], [4.05, 0.52, -1.17], [3.72, 0.09, 0.21], [4.42, -1.11, 0.71], [3.71, -2.38, 0.24], [2.28, -2.36, 0.62], [1.91, -3.02, 1.90], [0.16, -3.38, 3.08], [0.58, -1.67, 2.94], [-1.56, -2.54, 1.69], [-0.43, -3.15, 0.48], [-0.77, -0.38, 1.36], [-2.16, -0.65, -0.45], [-0.98, -1.73, -1.21], [-0.56, 1.26, -0.75], [-0.91, 0.47, -2.32], [1.07, -0.90, -1.82], [1.17, 1.70, -2.78], [2.15, 0.29, -3.20], [2.66, 2.15, -0.84], [3.50, 2.22, -2.39], [5.06, 0.93, -1.20], [4.03, -0.37, -1.81], [3.90, 0.86, 0.85], [4.39, -1.06, 1.80], [5.47, -1.12, 0.39], [4.20, -3.27, 0.65], [3.76, -2.46, -0.84], [1.78, -2.84, -0.15], [2.64, -2.74, 2.65], [1.95, -4.10, 1.76], [-6.05, 7.31, 2.22], [-4.83, 6.47, 1.97], [-3.79, 6.40, 2.90], [-2.65, 5.64, 2.67], [-1.60, 5.60, 3.75], [-2.52, 4.91, 1.47], [-0.81, 3.59, 1.25], [1.04, 1.56, 1.10], [1.66, 1.35, 2.21], [2.12, 0.13, 2.48], [1.99, 2.41, 3.22], [1.33, 2.45, 4.45], [1.63, 3.45, 5.36], [2.60, 4.40, 5.07], [3.26, 4.36, 3.85], [2.95, 3.36, 2.93], [0.07, 4.56, -0.42], [-0.21, 4.12, -1.71], [0.39, 4.69, -2.82], [1.29, 5.73, -2.65], [1.57, 6.19, -1.37], [0.97, 5.62, -0.25], [1.29, 6.20, 1.11], [-3.57, 4.94, 0.55], [-3.56, 4.17, -0.74], [-4.70, 5.72, 0.81], [-6.02, 7.77, 3.21], [-6.96, 6.72, 2.15], [-6.12, 8.11, 1.48], [-3.88, 6.96, 3.82], [-1.89, 6.24, 4.58], [-0.63, 5.93, 3.38], [-1.46, 4.59, 4.14], [0.57, 1.71, 4.67], [1.10, 3.49, 6.31], [2.83, 5.18, 5.78], [4.01, 5.10, 3.61], [3.44, 3.35, 1.96], [-0.91, 3.31, -1.86], [0.14, 4.33, -3.82], [1.77, 6.19, -3.51], [2.27, 7.00, -1.24], [2.10, 6.92, 1.03], [1.58, 5.42, 1.82], [0.42, 6.71, 1.52], [-2.93, 3.28, -0.66], [-3.17, 4.77, -1.56], [-4.57, 3.86, -1.02], [-5.50, 5.74, 0.08], [-3.51, 1.45, 2.00], [-4.15, 1.85, 3.11], [-3.51, 1.24, 4.17], [-2.49, 0.48, 3.56], [-2.49, 0.62, 2.25], [-3.71, 1.73, 1.05], [-4.97, 2.55, 3.07], [-3.74, 1.34, 5.21], [-1.74, -0.14, 4.03], [1.18, -5.45, 0.12], [-0.09, -5.89, -0.05], [-0.68, -5.75, -1.29], [-1.95, -6.29, -1.41], [-2.61, -6.26, -2.57], [-2.60, -6.90, -0.35], [-3.83, -7.40, -0.50], [-1.98, -6.98, 0.88], [-2.60, -7.55, 1.91], [-0.70, -6.47, 1.04], [-0.09, -6.54, 2.22], [0.44, -4.97, -2.73], [1.26, -3.03, -2.38], [-0.70, -4.80, -4.33], [-1.86, -4.06, -4.23], [-2.24, -3.58, -3.03], [-2.67, -3.77, -5.31], [-3.79, -3.06, -5.16], [-2.31, -4.24, -6.56], [-3.08, -3.99, -7.61], [-1.14, -4.96, -6.71], [-0.78, -5.39, -7.92], [-0.35, -5.21, -5.60], [0.79, -5.88, -5.81], [1.72, -6.45, -2.96], [3.05, -6.41, -2.57], [3.57, -5.31, -2.02], [3.89, -7.50, -2.71], [5.17, -7.42, -2.32], [3.41, -8.67, -3.25], [4.22, -9.72, -3.39], [2.08, -8.76, -3.63], [1.61, -9.90, -4.13], [1.27, -7.66, -3.47], [-0.03, -7.79, -3.81]]
}

---

Which of them is the most stable, and which is the least stable? Q and P, in that order.

---

P | {
  "formula": "C3H8NO2",
  "method": "ωB97M-V/def2-TZVPD",
  "total_charge": 1,
  "multiplicity": 1,
  "smiles": "C[NH2+]CC(=O)O",
  "e_homo_ev": -15.9,
  "orbital_gap_ev": 12.4009,
  "elements": ["O", "C", "C", "N", "C", "O", "H", "H", "H", "H", "H", "H", "H", "H"],
  "coordinates": [[-2.25, 0.49, 0.26], [-1.04, 0.36, -0.26], [-0.05, -0.24, 0.71], [1.30, -0.08, 0.10], [2.38, -1.07, 0.41], [-0.70, 0.71, -1.36], [-2.79, 0.98, -0.39], [-0.24, -1.25, 1.03], [-0.13, 0.36, 1.62], [1.05, -0.19, -0.91], [1.64, 0.88, 0.11], [2.98, -0.69, 1.23], [2.95, -1.21, -0.50], [1.90, -2.02, 0.64]]
}

---

Q | {
  "formula": "C3H8NO2",
  "method": "ωB97M-V/def2-TZVPD",
  "total_charge": 1,
  "multiplicity": 1,
  "smiles": "C[C@@]([NH3+])(O)C=O",
  "e_homo_ev": -15.2,
  "orbital_gap_ev": 10.8204,
  "elements": ["C", "C", "C", "N", "O", "O", "H", "H", "H", "H", "H", "H", "H", "H"],
  "coordinates": [[1.09, 0.37, 1.57], [0.19, 0.75, -0.84], [0.68, -0.26, 0.23], [-0.28, -1.31, 0.47], [0.22, 0.91, 2.22], [1.86, -0.93, -0.24], [2.19, 0.55, 1.68], [-0.55, 1.33, -0.38], [1.09, 1.27, -1.24], [-0.16, 0.08, -1.67], [0.29, -2.07, 0.87], [-1.05, -1.06, 1.09], [-0.62, -1.63, -0.36], [2.57, -0.30, -0.12]]
}

---

R | {
  "formula": "C3H8NO2",
  "method": "ωB97M-V/def2-TZVPD",
  "total_charge": 1,
  "multiplicity": 1,
  "e_homo_ev": -15.1,
  "orbital_gap_ev": 10.1201,
  "elements": ["O", "C", "O", "H", "H", "C", "C", "N", "H", "H", "H", "H", "H", "H"],
  "coordinates": [[0.91, 0.57, -0.30], [1.85, 0.65, -1.04], [1.87, 1.41, -2.12], [2.72, -0.01, -0.93], [2.75, 1.80, -2.24], [-1.14, -2.02, 1.24], [-2.35, 0.07, 1.24], [-1.29, -0.59, 1.02], [-0.83, -2.18, 2.28], [-0.35, -2.49, 0.67], [-2.10, -2.51, 1.21], [-3.18, -0.25, 1.86], [-2.47, 0.99, 0.68], [-0.47, -0.09, 0.67]]
}

---

S | {
  "formula": "C3H8NO2",
  "method": "ωB97M-V/def2-TZVPD",
  "total_charge": 1,
  "multiplicity": 1,
  "e_homo_ev": [-13.1, -12.1],
  "orbital_gap_ev": [9.0735, 7.3925],
  "elements": ["C", "C", "C", "N", "O", "O", "H", "H", "H", "H", "H", "H", "H", "H"],
  "coordinates": [[1.07, -0.49, 0.13], [0.38, -0.11, 1.43], [-0.77, 0.64, -0.69], [0.02, -0.65, -0.93], [0.79, 0.91, 2.08], [-2.21, 0.54, -1.01], [1.89, 0.28, -0.24], [1.55, -1.46, 0.24], [-0.35, -0.91, 1.72], [-0.30, 1.49, -1.24], [0.63, -0.72, -1.87], [-0.68, -1.46, -0.75], [0.14, 1.28, 2.64], [-2.68, 1.27, -1.32]]
}

---

Which of them is the most stable, and which is the least stable? P and S, in that order.

---

P | {
  "formula": "C3H3BrS",
  "method": "ωB97M-V/def2-TZVPD",
  "multiplicity": 1,
  "e_homo_ev": -9.1,
  "orbital_gap_ev": 8.7681,
  "elements": ["C", "C", "C", "S", "Br", "H", "H", "H"],
  "coordinates": [[0.54, -0.43, 0.03], [1.06, -0.72, -1.38], [-0.67, 0.42, 0.31], [1.98, 0.43, -0.76], [-2.24, -0.51, -0.40], [0.87, -0.98, 0.81], [-0.74, 1.39, -0.10], [-0.80, 0.40, 1.50]]
}

---

Q | {
  "formula": "C3H3BrS",
  "method": "ωB97M-V/def2-TZVPD",
  "multiplicity": 1,
  "smiles": "SCC#CBr",
  "e_homo_ev": -8.8,
  "orbital_gap_ev": 7.9796,
  "elements": ["C", "C", "C", "S", "Br", "H", "H", "H"],
  "coordinates": [[-0.62, -0.59, 0.38], [-1.90, -0.56, -0.38], [0.75, -0.28, 0.05], [0.94, 1.50, -0.40], [-3.66, -0.61, -0.04], [1.31, -0.36, 0.86], [1.02, -0.81, -0.77], [2.15, 1.70, 0.30]]
}

---

Which of them is the most stable, and which is the least stable? P and Q, in that order.